(1)
C27H36GeN2PPtS as an isolated structure. Source: OMol25; level of theory: ωB97M-V with the def2-TZVPD basis set.

Geometry as XYZ:
```
69
Properties=species:S:1:pos:R:3:forces:R:3
Pt -0.146466 -0.536707 -0.169274 0.26 1.73 -0.64
Ge 0.043568 -1.197966 -3.365831 0.66 -0.55 -0.70
S 0.305626 2.029598 0.046333 0.25 -0.64 0.20
P -0.757979 -1.232084 2.018238 0.88 0.13 -1.13
N 1.118102 3.212555 -2.164961 -0.16 0.04 -0.13
N -1.124745 2.732352 -2.070732 -0.04 0.04 -0.32
C -1.855924 2.912612 3.618195 0.00 0.01 0.01
C 1.827618 -0.688920 0.846057 -2.24 0.47 -0.03
C 2.872705 -3.921596 2.479593 -0.11 -0.20 0.15
C -1.419138 3.282196 -3.383341 0.07 -0.02 -0.01
C 0.714494 -2.190930 2.455794 0.00 -0.31 0.04
C -0.869704 -1.392050 -5.105127 0.13 0.12 0.37
C -2.674725 2.178271 2.769013 -0.02 0.02 -0.04
C 1.789458 -4.162521 3.311578 0.14 -0.01 0.00
C -2.261494 0.930126 2.354021 0.07 -0.06 0.09
C -2.738752 -3.017476 1.455852 0.02 0.07 0.04
C 0.697870 -3.304370 3.282391 -0.01 0.20 0.08
C -1.078960 -0.426905 -1.971752 -0.16 -1.64 2.47
C -1.048221 0.385522 2.800493 -0.14 -0.09 -0.03
C 1.091994 0.604877 4.186031 -0.03 0.04 0.02
C 0.506211 -2.976383 -2.603945 -0.17 0.24 -0.03
C 0.080699 2.682967 -1.521148 0.04 -0.03 0.00
C -3.724677 -3.220455 4.023311 -0.01 0.03 0.06
C -2.049079 -1.607401 4.950523 -0.08 0.00 -0.03
C -4.300434 -3.957132 3.000114 0.03 0.00 -0.02
C -2.165805 -2.268421 2.484705 -0.09 0.04 -0.48
C -0.218008 1.118271 3.651219 -0.03 -0.12 -0.04
C -3.801387 -3.865362 1.709783 -0.07 -0.05 0.00
C 1.727346 -0.179683 -3.527868 -0.31 0.01 0.04
C -0.651042 2.385657 4.043476 0.05 0.06 -0.03
C -2.649826 -2.366162 3.797941 0.08 -0.01 -0.07
C 2.883009 -2.816889 1.642596 -0.04 0.48 -0.01
C 1.820761 -1.912232 1.640226 0.45 -0.75 0.60
H 3.709292 -4.607979 2.480947 0.01 0.02 -0.03
H -2.167370 -0.382976 -2.042808 0.01 0.58 -0.54
H -1.797405 -1.948573 -4.976169 0.00 0.00 -0.01
H -4.239767 -4.448570 0.911289 0.01 0.01 -0.01
H -1.025803 4.296255 -3.470849 -0.05 0.01 0.00
H 2.482256 -0.813817 -3.991802 -0.03 -0.03 -0.01
H -2.485959 -0.609432 5.025464 0.04 0.02 0.01
H -1.002074 2.662209 -4.181218 0.00 0.00 0.01
H 1.213684 -0.461589 4.019490 0.07 0.02 0.07
H -2.496620 3.328360 -3.506583 0.00 0.01 -0.01
H 1.386596 -3.407694 -3.081496 -0.04 0.09 -0.14
H -0.971531 -1.490742 4.837697 0.02 0.03 0.08
H -2.162466 3.895327 3.951630 0.01 0.00 0.01
H -5.136023 -4.610198 3.214217 0.00 0.00 0.00
H -4.113690 -3.308605 5.030643 0.01 -0.02 0.00
H -2.238643 -2.128113 5.888133 0.00 -0.01 -0.01
H -0.328851 -3.667688 -2.718294 0.00 0.00 0.00
H -2.337000 -2.920282 0.453453 -0.02 -0.01 0.00
H -0.230022 -1.939154 -5.797141 0.01 0.00 0.01
H 2.675241 -0.573565 0.178322 -0.26 0.05 -0.36
H 1.933289 1.119588 3.717026 0.00 -0.01 -0.02
H -1.102169 -0.422007 -5.543499 0.00 0.01 -0.01
H 1.156895 0.796835 5.257442 0.01 -0.03 0.00
H 0.707535 -2.865194 -1.536980 0.01 0.02 -0.04
H 1.781424 -5.026513 3.962019 -0.02 -0.02 -0.03
H 2.018162 3.180668 -1.719032 0.02 -0.01 0.00
H -3.622532 2.579451 2.435359 0.00 0.00 -0.01
H 1.610484 0.711946 -4.144249 -0.01 0.01 0.02
H 2.083466 0.118138 -2.540222 -0.01 -0.01 0.00
H 3.736436 -2.624375 1.003215 0.01 -0.04 -0.01
H -0.175728 -3.522817 3.883396 -0.01 -0.04 -0.02
H -1.858102 2.277644 -1.553258 0.01 0.05 0.12
H 1.623467 0.213578 1.418061 0.84 -0.03 0.38
H -2.874118 0.349234 1.671923 -0.09 0.05 0.05
H 1.035567 3.628475 -3.078568 0.04 0.03 0.04
H -0.017480 2.967032 4.703245 -0.01 -0.02 0.02
```
Positions in Å, forces in eV/Å.

For the orbital gap (spin up / spin down), the calculation gives 6.129 / 6.140 eV. The HOMO energy (spin up / spin down) is -10.26 / -10.26 eV. As for the total charge: +1.


(2)
One molecule with the formula C4H5N2P. Source: OMol25; level of theory: ωB97M-V with the def2-TZVPD basis set.

Geometry as XYZ:
```
12
Properties=species:S:1:pos:R:3:forces:R:3
P -1.543827 2.194862 -0.912153 1.46 -1.93 0.10
N 1.294217 -1.752689 0.264322 -2.07 2.84 -0.88
N -0.447942 0.660566 -0.451088 0.83 -1.18 0.50
C 0.544794 -0.985787 1.109401 0.32 -0.38 0.13
C 0.295373 -0.109137 -1.324974 -0.35 0.48 -0.09
C 1.091252 -1.207939 -0.970739 0.28 -0.35 0.14
C -0.253121 0.123648 0.807372 -0.32 0.43 -0.09
H 0.577377 -1.271527 2.153870 -0.04 0.05 0.04
H 1.625183 -1.685138 -1.782115 -0.04 0.01 -0.11
H -1.835383 2.354849 0.448328 -0.06 0.00 0.34
H 0.250060 0.176532 -2.365882 0.00 0.03 -0.02
H -0.768739 0.615331 1.620722 -0.01 0.01 -0.06
```
Positions in Å, forces in eV/Å.

For the orbital gap (spin up / spin down), the calculation gives 6.331 / 6.319 eV. The HOMO energy (spin up / spin down) is -7.19 / -7.18 eV. As for the total charge: 0.


Max |F|: 0.058 0.070 (Eh/bohr)